# 1
The following is a DFT calculation (ωB97M-V/def2-TZVPD) of 5 unconnected molecules or ions with the total composition C36H94BCl2N12O7P6S in a non-equilibrium geometry.

The charge is -1. Its HOMO-LUMO gap is 6.16 eV. As for the LUMO energy: 0.0135 hartree.

XYZ file:
```
159
C36H94BCl2N12O7P6S ωB97M-V/def2-TZVPD
C 1.73092 4.13802 -1.22200
C 1.05102 3.08749 -0.53448
C 0.84437 1.70173 0.37918
B 0.67405 0.34153 -0.52915
C 1.93032 -0.22541 -1.42520
Cl 2.07606 -2.06464 -1.03094
C 3.38991 0.43416 -1.07659
C 4.22320 -0.31119 0.12244
Cl 4.43427 0.23297 -2.63349
O 0.48913 -0.72638 0.47676
C -0.95619 -1.09486 0.64408
P -1.37446 -0.36299 2.35712
S -1.32902 -1.70501 3.81879
C -1.71379 -0.54978 -0.70278
P -1.36669 -1.95211 -2.00895
O -2.66270 -2.22610 -2.87919
C -3.27950 -0.06951 -0.64159
C -3.49606 1.48882 -0.13962
C -4.26151 -1.00774 0.27692
C -4.26541 -2.60057 -0.11074
O -0.67649 0.44826 -1.12596
H 2.37790 5.03944 -1.66251
H 1.63504 1.60366 1.24167
H -0.20419 1.86721 0.92546
H 1.65676 -0.15893 -2.56357
H 3.37786 1.58185 -0.84894
H 5.12358 0.41831 0.40400
H 4.75044 -1.27976 -0.33131
H 3.60642 -0.53852 1.09148
H -1.02143 -2.27168 0.71235
H -2.61442 0.37997 2.40864
H -0.31715 0.59237 2.71418
H -0.27083 -1.52568 -2.87304
H -0.92167 -3.14936 -1.29612
H -3.70661 -0.10453 -1.75593
H -2.54413 2.14832 -0.31348
H -3.90308 1.53936 0.97876
H -4.37123 1.96645 -0.79623
H -5.36778 -0.59162 0.11251
H -4.06443 -0.93244 1.43815
H -4.61757 -2.80350 -1.21222
H -4.93104 -3.25678 0.62836
H -3.17092 -3.05453 -0.02488
O 5.72890 3.65888 -0.05389
P 6.65931 4.81978 -0.48307
N 6.81045 4.15361 -2.05041
C 7.99213 3.92746 -2.86107
C 5.62636 4.29666 -2.89843
N 7.91612 4.24167 0.55914
C 8.93550 3.29634 0.11818
C 7.45308 3.77499 1.87913
N 7.72889 6.15431 -0.97644
C 7.18182 7.13517 -1.90340
C 9.13056 6.38511 -0.67813
H 8.49640 4.85082 -3.15084
H 7.75106 3.40173 -3.79375
H 8.70632 3.27651 -2.37545
H 5.55476 5.30593 -3.31309
H 4.70965 4.10137 -2.33219
H 5.62129 3.58319 -3.72990
H 8.49553 2.36672 -0.25395
H 9.62487 3.04148 0.93412
H 9.58396 3.72728 -0.64360
H 7.03703 2.76085 1.82596
H 6.68438 4.44197 2.28414
H 8.27517 3.76055 2.60272
H 7.41151 6.88038 -2.94213
H 7.56530 8.14558 -1.71773
H 6.09305 7.19916 -1.79538
H 9.77902 5.82001 -1.34928
H 9.38174 6.15134 0.35863
H 9.40011 7.44093 -0.78977
O 2.65998 -3.00636 4.29665
P 2.45889 -4.38249 4.97736
N 4.05390 -4.34073 5.59166
C 5.08786 -5.35832 5.58052
C 4.26414 -3.40801 6.69959
N 2.40909 -5.17392 3.43750
C 3.60021 -5.70160 2.78173
C 1.64290 -4.45554 2.40239
N 2.22773 -5.96446 5.75987
C 2.11818 -5.97687 7.21193
C 2.22702 -7.29766 5.18581
H 4.82988 -6.23816 6.17226
H 6.03492 -4.98038 5.98630
H 5.34444 -5.67379 4.57839
H 3.89134 -3.81999 7.64139
H 3.74652 -2.45977 6.52061
H 5.32085 -3.15080 6.83226
H 4.35420 -4.92585 2.62060
H 3.35727 -6.14494 1.80686
H 4.03661 -6.52844 3.34069
H 2.22863 -3.64014 1.95919
H 0.72228 -4.03198 2.81816
H 1.34528 -5.13051 1.59277
H 3.08813 -6.14737 7.68810
H 1.43127 -6.75162 7.57301
H 1.71759 -5.02324 7.57431
H 3.24182 -7.67845 5.06154
H 1.69851 -7.34192 4.23117
H 1.69481 -8.01271 5.82247
O -2.14002 2.64018 -8.03899
P -2.34111 1.26404 -7.35829
N -0.74610 1.30580 -6.74398
C 0.28786 0.28822 -6.75512
C -0.53586 2.23853 -5.63606
N -2.39091 0.47261 -8.89814
C -1.19979 -0.05507 -9.55391
C -3.15710 1.19099 -9.93325
N -2.57227 -0.31793 -6.57577
C -2.68182 -0.33034 -5.12372
C -2.57298 -1.65113 -7.14983
H 0.02988 -0.59163 -6.16338
H 1.23492 0.66615 -6.34934
H 0.54444 -0.02726 -7.75726
H -0.90866 1.82654 -4.69425
H -1.05348 3.18677 -5.81503
H 0.52085 2.49573 -5.50338
H -0.44580 0.72068 -9.71504
H -1.44273 -0.49841 -10.52878
H -0.76339 -0.88190 -8.99495
H -2.57137 2.00640 -10.37646
H -4.07772 1.61455 -9.51749
H -3.45472 0.51603 -10.74287
H -1.71187 -0.50084 -4.64754
H -3.36873 -1.10508 -4.76264
H -3.08241 0.62329 -4.76133
H -1.55818 -2.03192 -7.27411
H -3.10149 -1.69539 -8.10447
H -3.10519 -2.36617 -6.51317
O -10.11480 0.84541 5.19300
P -8.73489 0.29247 4.75981
N -8.37625 1.75275 3.94608
C -7.84630 1.97597 2.61417
C -8.06289 2.88467 4.81914
N -9.48854 -0.84295 3.69078
C -9.77695 -0.54074 2.29338
C -10.69340 -1.49435 4.23719
N -7.14858 -0.34317 4.26183
C -5.97385 0.22120 4.91153
C -6.81015 -1.29002 3.21498
H -6.83031 1.59819 2.48813
H -7.81168 3.04394 2.36387
H -8.47549 1.55099 1.84401
H -7.03922 2.82184 5.19843
H -8.73793 2.91704 5.68076
H -8.18163 3.84785 4.31061
H -10.42004 0.33798 2.19078
H -10.27438 -1.38396 1.79588
H -8.86547 -0.39933 1.71395
H -11.57422 -0.84426 4.16024
H -10.55263 -1.76062 5.29033
H -10.91668 -2.42311 3.70129
H -5.55669 1.05394 4.33783
H -5.17614 -0.51848 5.04932
H -6.22752 0.58430 5.91403
H -6.74996 -0.80234 2.24092
H -7.51080 -2.12619 3.16455
H -5.83837 -1.76251 3.39463
```

Atom charges from the Mulliken analysis, given in e for atoms 1 to 99: -1.0077 -0.1633 0.6400 -1.2937 0.2269 -0.2176 0.6092 -0.8543 -0.2906 -0.0710 -0.1557 0.2907 -0.4393 0.0936 0.5922 -0.6895 0.7827 -1.0522 -0.2650 -0.8812 -0.4374 0.2755 0.2431 0.0541 0.2824 0.0398 0.1465 0.2951 0.2044 0.3110 -0.0555 0.0797 -0.0364 0.0925 0.2708 0.1985 0.0906 0.3510 0.2545 -0.1273 0.2259 0.2979 0.1316 -0.7360 0.8441 0.2106 -0.8843 -0.9295 0.1685 -1.1051 -1.0349 0.0019 -1.0619 -0.9070 0.2433 0.3923 0.2028 0.2637 0.1247 0.3693 0.2730 0.3935 0.2983 0.2707 0.3540 0.3144 0.2981 0.3912 0.3038 0.2749 0.2730 0.3568 -0.7899 0.8422 0.1974 -0.8662 -1.0509 0.2643 -1.1912 -1.2593 0.0843 -1.0774 -0.9196 0.2119 0.4043 0.1832 0.2900 0.2583 0.4102 0.3123 0.3650 0.3388 0.4666 0.2520 0.3890 0.2892 0.3924 0.3004 0.2708



# 2
The following is a DFT calculation (ωB97M-V/def2-TZVPD) of a molecular structure, C28H57BGaN2O9 in a non-equilibrium geometry.

The charge is -1. Its HOMO-LUMO gap is 7.05 eV. As for the LUMO energy: 0.0777 hartree.

XYZ file:
```
98
C28H57BGaN2O9 ωB97M-V/def2-TZVPD
C 3.43890 -4.98692 3.76759
C 3.84877 -3.64202 2.95293
O 3.91086 -2.46036 3.78331
B 2.60609 -1.86627 3.99962
O 1.63845 -2.62208 4.78685
Ga 1.98269 0.01408 3.32804
C 3.44974 1.46160 3.72018
C 2.78686 2.92945 3.79614
C 1.45331 3.02275 4.66640
O 0.39388 3.59401 4.29038
O 1.42418 2.44022 5.98944
C 1.64388 0.07796 1.26399
O 2.50048 -0.88787 0.58800
C 2.61922 -0.64174 -0.80330
C 1.32461 -0.38356 -1.66330
C 1.35330 -0.08790 -3.18818
C 0.00897 0.19241 -4.00533
C 2.75992 -0.09846 -3.87307
C 4.02410 -0.34593 -3.02330
C 4.00777 -0.62411 -1.47204
C 5.42265 -0.81206 -0.77501
C 5.44132 -1.72395 0.53756
C 6.01214 0.65561 -0.38322
H 2.29729 -5.09877 3.60683
H 3.93958 -5.92855 3.36104
H 3.57915 -4.85371 4.89558
H 3.21427 -3.53078 2.00992
H 4.93052 -3.83356 2.58543
H 0.87422 -2.04675 5.00071
H 0.64371 0.40230 4.16290
H 4.03946 1.23489 4.67709
H 4.12635 1.45610 2.79460
H 3.55025 3.66979 4.25635
H 2.54066 3.30947 2.73996
H 1.59660 1.47193 5.92741
H 1.82965 1.16247 0.93208
H 0.51832 -0.14658 1.11785
H 0.29408 -0.39337 -1.16022
H -0.81583 -0.44680 -3.53984
H -0.34499 1.28212 -3.92902
H 0.19681 -0.02197 -5.11306
H 2.81395 0.07833 -4.99882
H 5.02943 -0.31153 -3.55151
H 6.09967 -1.34627 -1.54784
H 5.22103 -2.83889 0.34322
H 6.53066 -1.69949 0.93486
H 4.80952 -1.30497 1.41063
H 5.40843 0.97318 0.55097
H 7.13713 0.62344 -0.19193
H 5.72866 1.37493 -1.23632
C -6.10491 2.40183 7.93790
O -5.66687 3.30275 6.93466
C -4.58840 4.14124 7.35509
C -3.29391 3.76647 6.63107
N -2.78687 2.47281 7.08585
C -1.70899 1.92894 6.24924
C -2.04008 1.61037 4.78351
O -2.95181 0.52392 4.61735
C -4.31928 0.87713 4.72920
H -7.03082 1.93628 7.59303
H -5.36779 1.61049 8.09931
H -6.30657 2.92314 8.87729
H -4.45897 4.13172 8.44232
H -4.85943 5.16215 7.06556
H -2.53922 4.53621 6.82045
H -3.50934 3.75259 5.55756
H -3.54766 1.80322 7.09369
H -1.38404 1.00053 6.72725
H -0.85689 2.61367 6.28177
H -1.10974 1.28743 4.30802
H -2.37133 2.48990 4.22156
H -4.52139 1.88813 4.36525
H -4.65520 0.76649 5.76273
H -4.89968 0.17339 4.12659
C -3.42204 -1.36333 -5.92905
O -2.46774 -2.20393 -6.55851
C -3.04998 -3.17072 -7.43222
C -2.72454 -2.84659 -8.89120
N -3.43675 -1.65040 -9.34065
C -2.96881 -1.12820 -10.62736
C -1.51161 -0.64465 -10.71086
O -1.24255 0.52471 -9.94552
C -0.96039 0.28433 -8.57476
H -2.90752 -0.78590 -5.15827
H -3.85381 -0.66034 -6.64720
H -4.21360 -1.94871 -5.45489
H -4.12809 -3.27450 -7.27296
H -2.58752 -4.13155 -7.18358
H -3.01025 -3.69479 -9.52160
H -1.64021 -2.71324 -8.96433
H -3.32778 -0.91989 -8.64666
H -3.61557 -0.28148 -10.87205
H -3.13877 -1.88761 -11.40011
H -1.32809 -0.36141 -11.75306
H -0.78801 -1.43506 -10.48530
H -0.44544 -0.66634 -8.41399
H -1.87911 0.32787 -7.98664
H -0.31329 1.08912 -8.21801
```

Taken from the Mulliken analysis, the atomic charges in e are: -1.0528 0.0639 -0.5287 1.1457 -0.6655 -0.6969 -0.5027 -0.3163 0.3233 -0.5781 -0.5119 -0.7447 0.0550 0.4422 -0.6234 0.6809 -0.8274 -0.7431 -0.7236 0.3025 0.3948 -1.0748 -0.8232 0.2098 0.3569 0.2399 0.1234 0.1840 0.2483 -0.4745 0.3542 0.0110 0.3851 0.1702 0.3125 0.4059 0.1850 0.1413 0.2429 0.2774 0.1681 0.2320 0.2296 0.3443 0.3254 0.3131 0.0510 -0.0105 0.3396 0.3411 -0.7125 -0.3327 -0.8074 -0.1667 -0.3331 -0.6341 0.1937 -0.4859 -0.5773 0.2311 0.3051 0.3351 0.4118 0.3894 0.3637 0.1696 0.1536 0.2694 0.4113 0.1096 0.2457 0.2768 0.1709 0.3041 -0.6200 -0.2626 -0.8346 -0.1749 -0.3449 -0.6833 -0.4796 -0.4493 -0.5903 0.0952 0.3169 0.3454 0.4013 0.3792 0.3922 0.1631 0.0732 0.3698 0.3843 0.3404 0.3515 0.2936 0.2054 0.3351